{
  "formula": "C4H6F2O2",
  "method": "ωB97M-V/def2-TZVPD",
  "multiplicity": 1,
  "e_above_lowest_kcal_mol": 117.8,
  "species": ["C", "C", "C", "C", "O", "O", "F", "F", "H", "H", "H", "H", "H", "H"],
  "xyz": [[-2.8427, -0.8365, 0.8846], [-2.0720, -0.0493, -0.0249], [2.6337, 0.5595, -0.5145], [1.2758, 0.2015, -0.1556], [-2.2844, -1.2298, -0.4063], [-1.5910, 0.9178, -0.3889], [0.5981, -0.6685, -0.8282], [1.4194, -0.1208, 1.1595], [-2.2716, -1.1798, 1.7284], [-3.9632, -0.9329, 0.8942], [3.2087, 1.4528, -0.5099], [2.3227, 0.6479, -1.6477], [3.1025, -0.3237, -0.1878], [0.4640, 1.5619, -0.0028]],
  "mulliken_charge": [-0.28, 0.59, -0.92, 0.43, -0.33, -0.44, -0.22, -0.29, 0.22, 0.24, 0.37, 0.20, 0.25, 0.18]
}

=====

{
  "formula": "C3H5N3",
  "method": "ωB97M-V/def2-TZVPD",
  "multiplicity": 1,
  "e_above_lowest_kcal_mol": 106.9,
  "species": ["C", "N", "N", "C", "C", "N", "H", "H", "H", "H", "H"],
  "xyz": [[0.3046, 1.3801, 0.9590], [0.0297, 0.1908, 0.1809], [0.6893, -0.9335, 0.3311], [0.2716, -1.7238, -0.6435], [-0.6139, -1.0487, -1.5473], [-0.7081, 0.2147, -0.9627], [0.3986, 1.1013, 2.0092], [-0.5327, 2.0657, 0.8275], [1.2267, 1.8618, 0.6224], [0.6435, -2.7369, -0.7088], [-1.7094, -0.3716, -1.0679]],
  "mulliken_charge": [-0.64, 0.80, -0.69, -0.06, -0.59, -0.47, 0.25, 0.26, 0.30, 0.43, 0.40]
}

=====

{
  "formula": "C62H88FN3O4PS",
  "method": "ωB97M-V/def2-TZVPD",
  "multiplicity": 1,
  "total_charge": 1,
  "species": ["C", "C", "C", "C", "C", "C", "C", "C", "C", "C", "C", "C", "C", "C", "C", "C", "N", "C", "C", "F", "C", "N", "O", "C", "C", "O", "C", "C", "P", "S", "N", "C", "C", "O", "C", "O", "H", "H", "H", "H", "H", "H", "H", "H", "H", "H", "H", "H", "H", "H", "H", "H", "H", "H", "H", "H", "H", "H", "H", "H", "H", "H", "H", "H", "H", "H", "H", "H", "H", "H", "H", "H", "H", "H", "H", "H", "H", "H", "H", "H", "H", "H", "H", "H", "H", "H", "H", "H", "C", "C", "C", "C", "C", "C", "H", "H", "H", "H", "H", "H", "C", "C", "C", "C", "C", "C", "H", "H", "H", "H", "H", "H", "C", "C", "C", "C", "C", "C", "H", "H", "H", "H", "H", "H", "C", "C", "C", "C", "C", "C", "H", "H", "H", "H", "H", "H", "C", "C", "C", "C", "C", "C", "H", "H", "H", "H", "H", "H", "C", "C", "C", "C", "C", "C", "H", "H", "H", "H", "H", "H"],
  "xyz": [[5.4772, -5.4728, 0.3236], [3.8938, -5.1048, 0.0642], [3.6238, -4.1283, -1.2258], [2.0806, -3.5458, -1.2427], [2.1108, -1.8774, -1.2295], [1.9062, -1.3990, -2.7845], [2.2605, 0.1736, -3.0820], [2.6522, 1.0619, -1.7611], [1.3213, 1.5624, -0.8859], [1.4500, 1.1560, 0.6989], [0.1029, 1.5321, 1.5845], [-1.2470, 0.6755, 1.0923], [-2.1882, 1.8051, 0.2979], [-3.7184, 1.2924, 0.0102], [-3.8589, 0.1650, -1.1792], [-3.8862, 0.6882, -2.7691], [-4.2892, -0.6696, -3.3840], [-3.2259, -0.9063, -4.4327], [-3.1222, 0.3261, -5.5593], [-1.8890, -1.1810, -3.7839], [-4.5427, -1.7480, -2.3581], [-4.6241, -3.1146, -2.4227], [-4.5022, -3.7381, -3.6075], [-5.7089, -3.6119, -4.4379], [-7.0075, -4.4670, -3.9204], [-7.9834, -4.8180, -4.9637], [-9.3784, -4.7810, -4.4229], [-9.9858, -3.2265, -4.4724], [-4.8815, -4.1473, -0.9839], [-6.7316, -4.3593, -0.4359], [-4.7329, -1.0453, -0.9970], [-6.2123, -0.9091, -0.8464], [-6.8876, 0.5242, -1.2113], [-7.1026, 0.7500, -2.6795], [-7.9524, 1.9877, -2.6809], [-7.4528, 3.2217, -2.4764], [5.6115, -6.0970, 1.3229], [5.9326, -6.1452, -0.5466], [6.1360, -4.4954, 0.4123], [3.3224, -6.1294, -0.1031], [3.4505, -4.6476, 1.0730], [4.4507, -3.2788, -1.2447], [3.8360, -4.7874, -2.1972], [1.4153, -3.9745, -0.3531], [1.5992, -3.8513, -2.2655], [3.1400, -1.5841, -0.7515], [1.1743, -1.5670, -0.5594], [0.8193, -1.6837, -3.1692], [2.6482, -2.0662, -3.4375], [3.1186, 0.1995, -3.8956], [1.3068, 0.6780, -3.5894], [3.1441, 2.0692, -2.1705], [3.4588, 0.5626, -1.0579], [1.2656, 2.7459, -0.9546], [0.3186, 1.1618, -1.3807], [2.3736, 1.7673, 1.1413], [1.7446, 0.0110, 0.8576], [-0.0825, 2.6973, 1.4189], [0.3836, 1.3176, 2.7121], [-1.8160, 0.2447, 2.0483], [-0.9879, -0.1795, 0.3326], [-1.6341, 2.2495, -0.6483], [-2.2835, 2.7051, 1.0766], [-4.3749, 2.2312, -0.2735], [-4.1997, 0.8388, 0.9999], [-2.7679, -0.3228, -1.1563], [-4.6406, 1.5872, -2.8984], [-2.7792, 1.0448, -2.8907], [-3.4332, -1.8798, -5.0922], [-4.1541, 0.5467, -6.0663], [-2.4270, -0.1177, -6.4224], [-2.5591, 1.2698, -5.1529], [-5.4029, -4.0011, -5.5242], [-6.0743, -2.4932, -4.5893], [-6.6760, -5.4782, -3.3954], [-7.5920, -3.7753, -3.1424], [-10.1329, -5.4242, -5.0668], [-9.4181, -5.1881, -3.3043], [-9.5910, -2.6640, -3.5051], [-11.1613, -3.2217, -4.4157], [-9.5449, -2.6720, -5.4043], [-4.1593, -3.5127, 0.1240], [-4.2073, -5.4019, -1.2539], [-6.7103, -1.7112, -1.5780], [-6.5152, -1.2494, 0.2406], [-6.3790, 1.4735, -0.7607], [-7.9919, 0.5041, -0.7572], [-9.1108, 1.9066, -2.8518], [0.2117, 6.6830, 0.0172], [-1.0560, 7.2550, 0.1189], [-2.1282, 6.7059, -0.5838], [-1.9343, 5.5776, -1.3812], [-0.6673, 5.0033, -1.4799], [0.4068, 5.5581, -0.7845], [1.0477, 7.1133, 0.5623], [-1.2084, 8.1301, 0.7457], [-3.1145, 7.1559, -0.5097], [-2.7708, 5.1466, -1.9251], [-0.5168, 4.1231, -2.1001], [1.3949, 5.1137, -0.8660], [3.7180, -8.4367, 5.9783], [5.0953, -8.4422, 6.1971], [5.9169, -7.5587, 5.4976], [5.3594, -6.6621, 4.5856], [3.9817, -6.6540, 4.3696], [3.1611, -7.5439, 5.0623], [3.0784, -9.1277, 6.5211], [5.5288, -9.1362, 6.9128], [6.9907, -7.5679, 5.6634], [5.9990, -5.9701, 4.0441], [3.5472, -5.9540, 3.6601], [2.0885, -7.5411, 4.8897], [2.3762, 8.1282, 3.2733], [2.5717, 8.0499, 4.6518], [3.8348, 8.2888, 5.1926], [4.9012, 8.6161, 4.3546], [4.7048, 8.6980, 2.9764], [3.4438, 8.4500, 2.4348], [1.3925, 7.9386, 2.8519], [1.7391, 7.8016, 5.3053], [3.9883, 8.2211, 6.2661], [5.8845, 8.8071, 4.7763], [5.5356, 8.9547, 2.3236], [3.2924, 8.5085, 1.3606], [-5.0393, -9.9822, -2.5913], [-4.1617, -10.6720, -1.7555], [-3.8796, -10.1806, -0.4812], [-4.4836, -9.0033, -0.0387], [-5.3642, -8.3155, -0.8732], [-5.6390, -8.8020, -2.1510], [-5.2563, -10.3637, -3.5856], [-3.6964, -11.5930, -2.0978], [-3.1906, -10.7147, 0.1673], [-4.2677, -8.6228, 0.9562], [-5.8360, -7.3989, -0.5276], [-6.3208, -8.2630, -2.8029], [7.4609, 3.0942, -1.8447], [6.8278, 2.3425, -2.8342], [6.6097, 0.9786, -2.6425], [7.0162, 0.3677, -1.4558], [7.6458, 1.1202, -0.4648], [7.8723, 2.4823, -0.6604], [7.6338, 4.1565, -1.9959], [6.5050, 2.8200, -3.7559], [6.1224, 0.3918, -3.4164], [6.8418, -0.6943, -1.3042], [7.9611, 0.6443, 0.4606], [8.3679, 3.0670, 0.1096], [5.9175, 10.1263, 8.1351], [6.3215, 10.9693, 7.1004], [7.6412, 11.4158, 7.0386], [8.5602, 11.0108, 8.0071], [8.1569, 10.1647, 9.0398], [6.8349, 9.7257, 9.1068], [4.8880, 9.7812, 8.1849], [5.6071, 11.2793, 6.3418], [7.9541, 12.0780, 6.2359], [9.5899, 11.3547, 7.9564], [8.8736, 9.8479, 9.7936], [6.5198, 9.0710, 9.9145]],
  "mulliken_charge": [-0.86, -0.36, -0.28, -0.74, 0.51, -0.34, -0.61, -0.44, 1.33, -0.63, -0.64, -0.04, -0.32, -0.73, 0.04, -0.72, 0.52, 0.21, -1.00, -0.31, -0.73, 0.75, -0.37, -0.24, 0.28, -0.45, -0.27, -0.73, 0.06, -0.30, 0.22, -0.05, -0.56, -0.22, 0.13, -0.46, 0.22, 0.27, 0.23, 0.23, 0.22, 0.02, 0.31, 0.37, 0.34, 0.23, -0.55, -0.05, 0.25, 0.30, 0.14, 0.33, 0.16, -0.68, -0.37, 0.35, 0.15, 0.21, 0.32, 0.43, -0.10, -0.30, 0.44, 0.30, 0.21, 0.06, 0.05, 0.57, 0.28, 0.30, 0.39, 0.28, 0.39, 0.22, -0.10, 0.06, 0.32, 0.23, 0.12, 0.35, 0.23, 0.13, 0.22, -0.27, 0.40, 0.23, 0.53, 0.36, 0.03, -0.38, -0.52, -0.41, -0.21, -0.74, 0.19, 0.39, 0.39, 0.45, 0.44, 0.41, -0.31, -0.41, -0.38, -0.37, -0.13, -0.49, 0.35, 0.35, 0.36, 0.37, 0.33, 0.35, -0.08, -0.62, -0.27, -0.39, -0.41, -0.38, 0.28, 0.35, 0.34, 0.45, 0.36, 0.36, -0.40, -0.41, -0.33, -0.58, -0.22, -0.53, 0.37, 0.36, 0.36, 0.36, 0.64, 0.38, -0.44, -0.36, -0.36, -0.32, -0.49, -0.34, 0.37, 0.38, 0.37, 0.43, 0.38, 0.37, -0.31, -0.38, -0.39, -0.37, -0.37, -0.42, 0.39, 0.44, 0.36, 0.35, 0.35, 0.35]
}

=====

Number 1: LUMO energy 0.9 eV. Number 2: LUMO energy 0.8 eV. Number 3: LUMO energy -4.0 eV.